C38H39Cl2I2NO8PY as an isolated structure, computed with ωB97M-V/def2-TZVPD.

The calculation puts the HOMO energy at -7.9 eV. As for the total energy: -109495.7952 eV. For the LUMO energy, the calculation gives -0.5 eV. As for the charge: 0.

```
92
Properties=species:S:1:pos:R:3:forces:R:3:mulliken_charge:R:1
Y -0.2051 -1.1156 -0.1648 0.456 -0.517 -0.247 -0.12
C 2.5983 4.4776 2.2677 0.009 -0.021 -0.027 -2.46
C 1.4400 4.0459 1.4016 0.002 0.007 -0.055 1.59
C 1.5257 4.0999 0.0078 -0.045 0.033 0.077 1.29
C 2.8108 4.5787 -0.6256 0.012 -0.019 -0.022 -2.43
C 0.4279 3.7259 -0.7787 0.017 -0.009 -0.008 1.69
C 0.5356 3.8500 -2.2791 0.013 0.018 -0.004 -2.86
C -0.7312 3.2270 -0.1685 0.086 -0.015 0.011 0.91
C -1.9484 2.8284 -0.9712 0.032 -0.008 -0.025 -2.26
C -0.7814 3.1040 1.2275 0.048 0.038 -0.022 1.00
C -1.9744 2.4357 1.8715 0.087 -0.052 0.109 -1.63
C 0.2719 3.5871 2.0136 -0.107 -0.038 0.089 1.12
C 0.1539 3.6917 3.5180 0.015 0.031 -0.060 -2.45
H 2.4742 5.5063 2.6215 0.001 -0.017 0.000 0.39
H 3.5449 4.4331 1.7330 -0.013 -0.003 0.026 0.50
H 2.6838 3.8408 3.1487 0.023 0.028 -0.004 0.43
H 3.1195 5.5467 -0.2254 -0.015 -0.017 -0.001 0.44
H 2.7308 4.6794 -1.7032 0.010 -0.005 0.013 0.46
H 3.6260 3.8759 -0.4258 -0.003 0.029 -0.023 0.34
H -0.3906 3.6029 -2.7836 0.012 0.011 0.007 0.17
H 1.2989 3.1754 -2.6746 -0.011 0.018 0.012 0.44
H 0.8038 4.8676 -2.5722 0.000 -0.025 -0.009 0.65
H -2.0451 3.4195 -1.8790 -0.022 0.019 0.012 0.55
H -2.8601 2.9882 -0.3981 -0.018 -0.016 -0.003 0.43
H -1.9261 1.7742 -1.2646 0.011 0.037 0.022 0.12
H -2.8410 3.0946 1.9753 0.003 0.009 -0.079 0.45
H -1.7100 2.0835 2.8631 -0.067 -0.010 0.023 -0.03
H -2.2896 1.5596 1.2997 -0.069 0.052 -0.063 -0.07
H 0.7406 2.9314 4.0378 -0.022 -0.004 -0.018 0.23
H -0.8792 3.6064 3.8451 0.006 -0.009 0.037 0.46
H 0.5104 4.6681 3.8513 0.010 -0.016 -0.003 0.55
Cl 4.1194 -7.1104 -1.8568 0.001 -0.020 -0.013 -0.24
C 3.3108 -5.7200 -1.1972 -0.029 -0.008 -0.014 0.01
C 3.9973 -4.8835 -0.3083 0.031 -0.003 -0.009 -0.69
C 3.3840 -3.7796 0.2276 0.003 0.003 -0.081 -0.53
C 2.0492 -3.4457 -0.1028 0.047 0.083 0.178 0.22
O 1.4982 -2.4000 0.4324 -0.100 -0.036 0.026 0.92
C 1.3703 -4.3082 -1.0009 -0.095 -0.091 -0.073 1.15
C 0.0015 -4.1098 -1.3942 0.079 0.088 0.049 -0.60
O -0.7518 -3.2032 -1.0352 -0.028 -0.067 0.041 -0.29
C 2.0173 -5.4376 -1.5372 0.025 0.034 0.018 -0.98
H 5.0231 -5.1197 -0.0547 -0.013 0.017 0.010 0.44
H 3.9168 -3.1179 0.8989 0.005 -0.032 -0.006 0.44
H -0.4083 -4.8611 -2.0843 -0.003 -0.062 0.024 0.27
H 1.4761 -6.0774 -2.2246 0.039 -0.008 0.015 0.42
I -4.4179 -0.2772 -3.2240 0.057 0.003 0.032 0.03
C -4.3810 -1.3367 -1.4328 -0.181 0.080 -0.191 -0.46
C -5.5268 -2.0566 -1.0424 0.164 -0.035 0.165 -0.38
C -5.5397 -2.7646 0.1267 -0.041 -0.036 0.023 -0.21
I -7.2764 -3.8067 0.6442 0.013 0.006 -0.003 0.05
C -4.3917 -2.7900 0.9626 -0.064 -0.015 0.045 0.89
C -4.2872 -3.4950 2.1819 -0.050 -0.001 -0.025 -0.73
C -3.1266 -3.4603 2.9009 0.051 0.035 -0.034 -1.50
C -2.0424 -2.7152 2.4057 -0.077 -0.097 0.057 -0.40
N -2.1001 -2.0398 1.2819 -0.007 0.038 -0.097 0.75
C -3.2556 -2.0624 0.5543 0.133 0.075 -0.049 0.09
C -3.2307 -1.3036 -0.6710 -0.113 -0.069 0.138 -0.42
O -2.1568 -0.6458 -0.9818 -0.182 0.072 -0.040 0.47
H -6.4026 -2.0465 -1.6758 0.023 0.029 -0.031 0.37
H -5.1357 -4.0652 2.5371 0.005 0.006 -0.004 0.17
H -3.0355 -3.9996 3.8332 0.045 0.017 0.000 0.49
H -1.1056 -2.6815 2.9522 -0.015 0.000 0.010 0.61
C -1.0080 0.1447 4.4895 -0.001 -0.009 -0.024 -0.94
O 0.1615 0.5417 3.7705 -0.007 0.006 -0.053 -0.15
P 0.8123 -0.4694 2.7015 -0.118 0.142 -0.003 0.14
O 2.2161 0.2549 2.4676 0.124 -0.032 0.123 -0.48
C 2.5445 0.7283 1.1479 -0.028 -0.008 -0.074 -0.11
O 1.1520 -1.6389 3.7595 0.002 -0.072 -0.191 -0.35
C 1.7514 -2.8889 3.4003 -0.003 -0.045 0.079 -0.47
H -0.7594 -0.6297 5.2149 -0.009 0.009 -0.004 0.26
H -1.7855 -0.2188 3.8118 0.007 0.009 0.003 0.37
H -1.3745 1.0290 5.0055 0.011 -0.005 0.010 0.38
H 3.4298 1.3478 1.2551 0.010 0.035 0.017 0.40
H 1.7446 1.3428 0.7281 -0.016 0.021 0.019 -0.18
H 2.7688 -0.1129 0.4894 -0.001 -0.014 0.017 0.15
H 2.7646 -2.7411 3.0322 0.014 0.053 -0.009 0.20
H 1.1744 -3.4119 2.6383 -0.019 0.053 0.016 0.11
H 1.7772 -3.4760 4.3142 0.033 -0.033 0.011 0.33
Cl 0.3687 1.6785 -8.1827 -0.004 -0.001 0.013 -0.22
C 0.4823 1.1171 -6.5415 -0.003 0.011 -0.023 0.41
C -0.3744 1.6390 -5.5858 -0.043 0.029 0.015 -1.04
C -0.2683 1.1976 -4.2776 0.016 -0.029 0.051 -0.04
C 0.6736 0.2348 -3.9390 0.054 -0.160 -0.034 -0.30
C 1.5043 -0.3027 -4.9152 -0.026 0.053 -0.086 -0.36
C 1.4229 0.1507 -6.2220 0.036 -0.040 0.018 -0.75
C 0.7528 -0.2740 -2.5420 0.102 0.076 0.178 0.88
O 1.0730 -1.4629 -2.3093 -0.276 0.203 0.100 -0.53
O 0.4446 0.5178 -1.5820 -0.039 0.211 -0.103 -0.11
H -1.1138 2.3778 -5.8652 0.026 -0.017 -0.009 0.45
H -0.9297 1.5753 -3.5091 0.005 -0.003 -0.026 0.82
H 2.2139 -1.0753 -4.6497 -0.017 0.008 0.038 0.48
H 2.0737 -0.2447 -6.9898 -0.017 0.013 0.003 0.43
```
Positions in Å, forces in eV/Å.